Density functional theory data (ωB97M-V/def2-TZVPD) for a cluster of 2 separate species, C4H12 in total.

## Properties
frontier orbital gap: 0.462 Eh
charge: 0
LUMO: 1.1295 eV
relative energy (zero: lowest compared OMol25 entry of this formula, charge and spin): 0.445 eV
2S+1: 1

```
16
Properties=species:S:1:pos:R:3:nbo_charge:R:1
C 0.7375 0.2204 -0.9260 -0.620
C 1.7837 0.0933 -2.0550 -0.613
H 1.2166 0.9911 -0.3270 0.210
H -0.2420 0.4543 -1.3194 0.211
H 0.7857 -0.6986 -0.3500 0.209
H 2.7582 0.4173 -1.6802 0.199
H 1.5048 0.5937 -2.9819 0.205
H 2.0322 -0.9006 -2.4497 0.200
C -1.4640 -0.8434 1.2793 -0.609
C -1.0873 0.5579 1.7303 -0.610
H -0.7340 -1.6080 1.5117 0.201
H -2.4133 -1.1485 1.7205 0.204
H -1.5791 -0.8744 0.1953 0.203
H -0.0297 0.7499 1.5937 0.206
H -1.3605 0.7867 2.7596 0.205
H -1.6031 1.2665 1.0753 0.202
```



Density functional theory data (ωB97M-V/def2-TZVPD) for the molecule C21H19ClN2O4S.

## Properties
frontier orbital gap: 0.307 Eh
charge: 0
LUMO: -0.2792 eV
relative energy (zero: lowest compared OMol25 entry of this formula, charge and spin): 4.693 eV
2S+1: 1

```
48
Properties=species:S:1:pos:R:3:nbo_charge:R:1
C 0.7039 4.1938 -1.9102 -0.277
O -0.4761 3.6187 -1.3266 -0.533
C -0.2505 2.2427 -1.2179 0.792
O 0.6874 1.8029 -0.5494 -0.557
C -1.4740 1.3478 -1.6160 -0.142
C -2.5968 1.4470 -0.5695 -0.405
C -2.4807 0.8080 0.8808 -0.072
C -1.8703 1.4558 1.9078 -0.142
C -1.9942 0.9105 3.1812 -0.221
C -2.6437 -0.2644 3.3423 -0.219
C -3.1679 -0.9822 2.2865 -0.194
C -3.0668 -0.4008 1.0547 -0.221
N -1.2254 -0.1035 -1.8984 -0.634
C -1.4265 -0.6731 -3.0703 0.672
O -2.1224 -0.1913 -3.9380 -0.612
C -1.0540 -2.2291 -3.1991 -0.302
N 0.0862 -2.8335 -2.3819 -0.617
C 0.0058 -2.8294 -1.0270 0.623
O -0.8922 -3.5717 -0.6162 -0.581
C 1.0414 -2.2465 -0.0978 -0.335
S 0.7579 -2.1942 1.5937 0.520
C 2.3166 -1.4841 1.8493 -0.180
C 2.9370 -0.9285 3.0675 -0.187
C 4.2273 -0.3645 3.0253 -0.204
C 4.8310 -0.2591 1.8193 -0.220
C 4.2454 -0.7035 0.5864 -0.153
C 2.9819 -1.3324 0.5973 -0.153
C 2.2101 -1.7418 -0.5198 0.046
Cl 2.5270 -1.2865 -2.2705 0.000
H 1.2634 3.5628 -2.5942 0.191
H 1.4712 4.5848 -1.2059 0.199
H 0.3344 5.0382 -2.6361 0.196
H -1.8535 1.8849 -2.5170 0.258
H -2.9568 2.5155 -0.4807 0.232
H -3.3928 0.9348 -1.0018 0.221
H -1.2217 2.3909 1.8397 0.218
H -1.5535 1.3351 4.0718 0.214
H -2.5551 -0.7409 4.2588 0.206
H -3.6772 -1.9638 2.3967 0.224
H -3.6214 -0.8641 0.2230 0.213
H -1.1620 -0.7604 -1.0492 0.425
H -1.9134 -2.6892 -2.7970 0.233
H -0.9129 -2.6017 -4.1686 0.232
H 0.9685 -2.4655 -2.6562 0.372
H 2.5973 -1.0412 3.9916 0.207
H 4.6289 0.1042 3.9388 0.225
H 5.7884 0.1887 1.7226 0.211
H 4.9509 -0.6202 -0.3199 0.232
```



Density functional theory data (ωB97M-V/def2-TZVPD) for a structure of composition C25H20FeN5O4S3.

## Properties
frontier orbital gap (spin up / spin down): 0.192 / 0.131 Eh
charge: 0
⟨S²⟩: 8.77
LUMO (spin up / spin down): -1.7502 / -3.4299 eV
relative energy (zero: lowest compared OMol25 entry of this formula, charge and spin): 0.000 eV
2S+1: 6

```
58
Properties=species:S:1:pos:R:3:lowdin_spin:R:1
Fe -0.3418 0.0364 0.2623 4.114
C 0.4205 -0.3638 4.6249 0.007
C 0.6084 -0.1839 3.1451 0.021
N -0.3944 -0.0179 2.3471 0.132
N -1.6572 -0.0035 2.9265 0.030
C -2.6129 -0.2767 2.1191 0.024
S -2.4898 -0.7043 0.4117 0.203
S -4.2351 -0.3378 2.8456 0.010
C -4.3130 -2.1648 2.9256 0.001
C -3.2389 -2.7491 3.7966 0.000
C -2.1788 -3.4338 3.2140 0.000
C -1.1570 -3.9564 3.9975 0.000
C -1.1878 -3.7942 5.3735 0.000
C -2.2417 -3.1042 5.9627 0.000
C -3.2578 -2.5836 5.1788 0.000
C 1.9731 -0.2018 2.6014 0.020
C 3.0465 0.0535 3.4718 -0.002
C 4.3527 0.0497 3.0382 0.015
C 4.6251 -0.2419 1.7017 0.000
C 3.6012 -0.5144 0.8222 0.017
C 2.2642 -0.4931 1.2454 0.019
O 1.3171 -0.7624 0.3568 0.255
H -0.6088 -0.6062 4.8619 0.000
H 0.6850 0.5606 5.1445 0.000
H 1.0807 -1.1508 4.9858 0.001
H -4.2245 -2.5414 1.9072 0.001
H -5.3183 -2.3868 3.2830 0.000
H -2.1515 -3.5558 2.1365 0.001
H -0.3397 -4.4913 3.5302 0.000
H -0.3962 -4.2037 5.9879 0.000
H -2.2692 -2.9728 7.0369 0.000
H -4.0691 -2.0315 5.6391 0.000
H 2.8399 0.2826 4.5083 0.000
H 5.1562 0.2690 3.7275 0.001
H 5.6488 -0.2537 1.3495 0.000
H 3.7950 -0.7455 -0.2168 0.000
O 3.9607 7.6105 0.7297 0.000
S 3.1481 8.7670 0.4023 0.000
O 2.9010 9.6244 1.5461 0.000
O 3.6252 9.4838 -0.7633 0.000
C 1.5319 8.1231 -0.0578 0.000
N 0.6401 9.0194 -0.4673 0.002
C -0.5487 8.5374 -0.7933 0.000
C -0.8566 7.1844 -0.7198 0.002
C 0.1534 6.3443 -0.2807 0.000
N 1.3517 6.8225 0.0534 0.001
C 0.0002 4.8695 -0.1440 0.005
C -1.1519 4.1918 -0.5280 0.002
C -1.2093 2.8213 -0.3821 0.015
N -0.1923 2.1099 0.1237 0.085
C 0.9163 2.7596 0.5060 0.010
C 1.0506 4.1250 0.3874 0.003
H -1.2888 9.2567 -1.1262 0.000
H -1.8394 6.8304 -0.9917 0.000
H -2.0059 4.7080 -0.9413 0.000
H -2.0966 2.2647 -0.6579 0.002
H 1.7113 2.1516 0.9214 0.001
H 1.9573 4.6259 0.6968 0.000
```



Density functional theory data (ωB97M-V/def2-TZVPD) for a cluster of 7 separate species, C53H82ClN6O4PSSi in total.

## Properties
frontier orbital gap: 0.253 Eh
charge: 0
LUMO: 0.2692 eV
2S+1: 1

```
149
Properties=species:S:1:pos:R:3:lowdin_charge:R:1
C -1.1645 4.4909 1.9554 -0.173
C -2.7418 4.4468 1.6679 -0.421
P -3.4351 3.0117 0.7386 0.997
C -5.2588 2.7598 0.7022 -0.418
C -5.8727 1.4175 1.3282 -0.182
C -2.2878 1.7404 0.0291 -0.498
C -3.2144 0.6381 -0.7423 -0.132
C -2.4814 -0.1400 -1.9301 -0.178
C -1.2300 -1.0543 -1.5299 -0.200
C -1.3903 -2.5999 -1.9902 -0.179
C -0.1128 -3.0090 -2.8832 -0.216
C 1.1459 -3.5529 -2.0491 -0.208
C 1.9010 -2.4611 -1.1496 -0.248
C 2.8325 -1.4419 -1.9997 -0.261
Si 3.3506 0.1049 -0.9451 0.573
C 4.3861 1.3706 -1.9747 -0.215
C 1.8153 1.0902 -0.2898 -0.186
C 4.2820 -0.4958 0.6432 -0.228
C 4.7793 -1.9424 0.8539 -0.079
C 5.4927 -2.3941 2.1797 -0.064
C 5.6784 -1.3050 3.2678 -0.089
C 5.2289 0.1703 3.0782 -0.073
C 4.5177 0.5887 1.7523 -0.075
C -1.3431 2.5493 -1.0504 -0.106
C -2.0038 3.6400 -1.9764 -0.377
C -3.3952 3.3179 -2.6986 -0.069
O -2.0759 4.9981 -1.4071 -0.113
O -1.2785 1.1263 0.8300 -0.189
C -1.4321 0.5238 2.0642 -0.536
S -2.0051 1.5204 3.5515 0.779
C -2.2429 -0.8999 2.1609 -0.279
C -1.6651 -1.7603 3.4251 -0.086
C -1.5061 -3.3211 3.0859 -0.208
O -0.7764 -3.7206 2.1466 -0.010
O -3.6035 -0.5631 2.5366 -0.309
C -4.5118 -1.6501 2.2957 -0.505
Cl -5.9253 -1.4509 3.4697 0.631
H -0.6776 3.4617 1.8136 0.042
H -0.6440 5.3263 1.3791 0.079
H -1.0223 4.7359 3.0762 0.076
H -3.2703 4.5410 2.6910 0.075
H -3.0006 5.4276 1.1102 0.068
H -5.7067 2.8388 -0.3649 0.070
H -5.7637 3.6298 1.2782 0.099
H -5.6572 1.2939 2.4561 0.057
H -7.0255 1.5268 1.2664 0.084
H -5.6346 0.4648 0.7380 0.052
H -3.6565 -0.1446 -0.0425 0.089
H -4.1391 1.1382 -1.2298 0.105
H -2.1295 0.5746 -2.7688 0.101
H -3.2845 -0.8016 -2.4388 0.115
H -0.3118 -0.6516 -2.1096 0.094
H -0.9328 -1.0499 -0.4321 0.084
H -1.4094 -3.2228 -1.0304 0.104
H -2.3791 -2.7623 -2.5624 0.107
H -0.4417 -3.8784 -3.5754 0.106
H 0.1849 -2.1599 -3.6100 0.111
H 0.8181 -4.4592 -1.4093 0.117
H 1.9043 -3.9675 -2.8066 0.097
H 2.5626 -3.0596 -0.4127 0.093
H 1.2126 -1.8267 -0.4893 0.090
H 3.7833 -1.9569 -2.4036 0.088
H 2.1955 -1.0288 -2.8604 0.074
H 4.8306 2.1860 -1.2947 0.042
H 3.6484 1.9239 -2.6708 0.041
H 5.1904 0.8812 -2.6246 0.032
H 1.7133 1.0282 0.8453 0.042
H 1.7931 2.1664 -0.6963 0.052
H 0.9013 0.5608 -0.7318 0.002
H 4.6550 -2.7512 0.0531 0.077
H 5.8379 -3.4605 2.3579 0.082
H 6.1702 -1.5856 4.2672 0.085
H 5.3696 0.9928 3.8530 0.082
H 4.1605 1.6621 1.5448 0.092
H -0.5870 3.0991 -0.3637 0.118
H -0.6847 1.8400 -1.6661 0.107
H -1.2611 3.7898 -2.8600 0.146
H -4.2885 3.1589 -2.0140 0.048
H -3.2671 2.3958 -3.3751 0.084
H -3.6221 4.1993 -3.4111 0.082
H -2.9417 5.4008 -1.6297 0.055
H -0.3664 0.2010 2.4046 0.133
H -3.3408 1.8631 3.3907 -0.114
H -2.1898 -1.5106 1.1996 0.142
H -0.6453 -1.3973 3.7830 0.127
H -2.3788 -1.6243 4.3251 0.116
H -2.0579 -4.0629 3.7843 0.133
H -4.8505 -1.6440 1.1910 0.110
H -4.0805 -2.6887 2.4923 0.094
C -6.9439 6.4898 -1.2504 -0.112
C -7.5321 6.1735 -2.5003 -0.110
C -6.5452 6.2639 -3.4517 -0.141
N -5.3846 6.6284 -2.8226 -0.002
C -5.6183 6.7630 -1.4813 -0.149
H -7.4353 6.5133 -0.2890 0.092
H -8.5628 5.9077 -2.6834 0.092
H -6.5689 6.1020 -4.5187 0.106
H -4.4971 6.7740 -3.2762 0.141
H -4.8213 7.0421 -0.8081 0.105
C -8.3825 -3.9323 0.7099 -0.106
C -7.3590 -3.5755 1.6232 -0.150
C -6.7187 -4.7336 1.9923 -0.145
N -7.3210 -5.7761 1.3392 0.000
C -8.3327 -5.2958 0.5514 -0.141
H -9.0777 -3.2653 0.2218 0.092
H -7.1159 -2.5807 1.9725 -0.013
H -5.8897 -4.9057 2.6625 0.102
H -7.0599 -6.7448 1.4245 0.145
H -8.9291 -5.9641 -0.0511 0.106
C -4.0944 -1.7458 9.0335 -0.118
C -3.2158 -0.7127 8.6223 -0.115
C -3.3822 -0.5485 7.2687 -0.143
N -4.3253 -1.4475 6.8473 0.003
C -4.7686 -2.1777 7.9173 -0.144
H -4.2205 -2.1299 10.0350 0.089
H -2.5374 -0.1510 9.2475 0.090
H -2.9112 0.1278 6.5705 0.092
H -4.6434 -1.5538 5.8976 0.078
H -5.5223 -2.9404 7.7923 0.104
C 8.6309 1.6012 -2.5507 -0.123
C 9.2604 0.7438 -3.4881 -0.121
C 8.8567 1.1396 -4.7399 -0.137
N 8.0036 2.2003 -4.5923 0.008
C 7.8648 2.4915 -3.2616 -0.141
H 8.7281 1.5709 -1.4755 0.084
H 9.9348 -0.0724 -3.2711 0.092
H 9.1010 0.7582 -5.7197 0.107
H 7.5495 2.6907 -5.3455 0.147
H 7.2331 3.3040 -2.9365 0.109
C 3.9508 -5.8123 -6.4133 -0.116
C 2.5818 -6.1636 -6.3149 -0.116
C 2.3091 -6.3802 -4.9865 -0.151
N 3.4648 -6.1771 -4.2791 -0.002
C 4.4690 -5.8253 -5.1415 -0.144
H 4.4964 -5.5750 -7.3145 0.090
H 1.8739 -6.2481 -7.1262 0.090
H 1.3957 -6.6616 -4.4846 0.105
H 3.5607 -6.2709 -3.2810 0.142
H 5.4632 -5.6166 -4.7767 0.104
C 11.3772 0.9475 1.7535 -0.117
C 12.3062 1.9239 1.3167 -0.119
C 12.1412 2.0680 -0.0394 -0.138
N 11.1504 1.2113 -0.4379 0.004
C 10.6753 0.5282 0.6496 -0.144
H 11.2364 0.5917 2.7634 0.089
H 13.0164 2.4624 1.9268 0.088
H 12.6429 2.7036 -0.7533 0.105
H 10.8215 1.1014 -1.3838 0.099
H 9.8819 -0.1965 0.5442 0.107
```



Density functional theory data (ωB97M-V/def2-TZVPD) for a cluster of 2 separate species, C5H6F2 in total.

## Properties
frontier orbital gap (spin up / spin down): 0.299 / 0.344 Eh
charge: 0
LUMO (spin up / spin down): 0.0943 / 0.6168 eV
relative energy (zero: lowest compared OMol25 entry of this formula, charge and spin): 6.173 eV
2S+1: 1

```
13
Properties=species:S:1:pos:R:3:nbo_charge:R:1
C 0.6773 0.3865 0.1768 0.051
C -1.3768 0.5621 -0.1599 0.460
C 1.9951 0.8544 0.5057 -0.478
C 1.7078 -0.6199 0.1566 -0.496
C -2.2452 -0.5288 -0.5285 -0.127
F -1.7602 1.8301 -0.0140 -0.323
F -2.5014 -1.4069 0.5316 -0.366
H 2.5269 1.4638 -0.2167 0.220
H 2.2379 1.1001 1.5323 0.221
H 1.7594 -1.3566 0.9489 0.219
H 2.0469 -1.0083 -0.7987 0.215
H -3.2220 -0.1102 -0.8079 0.202
H -1.8458 -1.1664 -1.3262 0.201
```



For reference, strongest force on any atom by record: 0.0432 0.1042 0.0481 0.0952 0.1217 Eh/bohr.